1.
19
Properties=species:S:1:pos:R:3:forces:R:3 method="wB97M-V/def2-TZVPD" orbital_gap_ev=4.738 energy_ev=-9482.8094 charge=-1
C 2.152 -1.196 -0.428 -0.03 0.80 -0.66
O 1.735 -0.270 0.549 0.01 -0.37 0.65
C 0.909 -1.437 -1.253 -1.49 -0.33 0.68
C 0.367 -0.027 -1.365 -0.22 0.78 -0.13
C 0.584 0.524 0.088 0.92 -0.14 -0.96
C -0.562 0.383 1.002 -0.01 -0.20 0.10
C -1.642 1.256 1.033 0.64 0.23 0.92
C -2.818 1.234 1.772 0.42 0.02 -0.50
H 2.885 -0.688 -1.076 0.42 -0.36 0.01
H 2.581 -2.072 0.056 0.05 -0.04 0.00
H 0.201 -1.921 -0.559 0.09 -0.18 -0.19
H 0.890 -2.046 -2.157 0.64 0.14 -0.11
H -0.692 0.083 -1.608 0.07 -0.37 0.04
H 0.901 0.604 -2.095 0.24 -0.31 0.05
H 1.046 1.511 -0.039 -0.67 0.42 0.27
H -0.614 -0.619 1.418 -0.23 -0.01 0.18
H -1.412 2.213 0.557 -0.34 -0.01 -0.58
H -2.940 0.492 2.552 -0.40 -0.11 -0.14
H -3.573 1.977 1.554 -0.10 0.04 0.37

2.
63
Properties=species:S:1:pos:R:3:forces:R:3 method="wB97M-V/def2-TZVPD" orbital_gap_ev=5.669 energy_ev=-75483.5268 charge=+1
Pb -2.785 2.562 0.770 1.00 -1.63 -0.29
N -0.518 0.126 0.388 2.03 -0.76 0.15
O -1.538 0.229 1.111 -1.57 1.91 0.29
O 0.145 1.126 0.019 -1.35 -0.10 0.02
O -0.122 -1.015 0.163 -0.21 0.13 -0.51
C -0.905 -2.120 3.671 -0.91 0.48 0.74
C -1.694 -2.929 2.619 1.40 0.66 0.76
O -2.459 -3.753 3.487 -1.73 0.10 0.29
S -3.253 -2.726 4.462 0.84 -0.21 0.73
O -3.539 -3.349 5.712 0.26 0.15 -0.94
O -4.278 -2.035 3.755 -0.02 -0.16 -0.24
O -2.003 -1.738 4.601 -0.10 -0.17 -0.21
H -0.511 -1.151 3.377 0.24 -0.26 -0.40
H -0.225 -2.666 4.321 0.27 -0.27 -0.54
H -1.137 -3.596 1.968 0.14 0.23 -0.01
H -2.275 -2.174 2.087 -0.31 -0.47 -0.33
C 3.459 -0.973 -2.976 -1.80 1.58 -0.37
C 1.998 -1.216 -2.512 1.16 0.23 1.78
O 1.756 -2.551 -2.885 -0.30 -1.21 -0.96
S 3.135 -3.418 -3.036 -0.59 1.40 -0.43
O 3.410 -3.687 -4.414 -0.30 0.18 1.02
O 3.066 -4.456 -2.072 0.55 0.42 -0.11
O 4.071 -2.158 -2.554 0.40 -1.57 0.16
H 3.837 -0.072 -2.494 0.49 -0.46 0.41
H 3.577 -0.798 -4.047 -0.14 -0.37 -0.09
H 1.152 -0.538 -2.625 0.16 -0.10 -1.40
H 2.031 -1.212 -1.414 0.37 -0.07 0.01
C -4.939 -1.590 -0.548 -0.54 -0.20 -0.45
C -4.063 -0.405 -0.974 -0.06 -0.71 0.86
O -3.947 0.623 -0.287 0.09 1.38 0.19
N -3.399 -0.618 -2.100 -0.76 -1.55 -0.19
C -2.459 0.182 -2.826 0.01 1.23 0.61
H -4.424 -2.387 -0.011 0.58 0.22 -0.20
H -5.362 -2.012 -1.462 0.15 -0.22 0.01
H -5.816 -1.426 0.077 0.27 0.95 0.07
H -3.531 -1.569 -2.413 0.07 0.16 -0.35
H -1.734 0.575 -2.106 0.42 -0.16 -0.37
H -2.949 1.054 -3.268 -0.08 -0.11 -0.09
H -2.015 -0.399 -3.626 0.18 -0.05 0.21
C 3.494 1.143 0.609 -0.83 0.41 1.06
C 3.635 -0.226 1.225 2.18 -0.77 -0.87
O 4.716 -0.644 1.625 -0.46 0.35 0.17
N 2.552 -1.001 1.184 -1.45 -1.03 -0.04
C 2.522 -2.465 1.352 -0.71 1.08 0.44
H 2.464 1.429 0.836 0.09 0.40 -0.23
H 3.637 1.208 -0.468 0.18 -0.37 0.02
H 4.182 1.805 1.131 0.04 0.06 -0.20
H 1.724 -0.728 0.675 0.32 0.61 0.06
H 2.852 -2.762 2.344 0.72 -0.11 -0.30
H 2.983 -2.943 0.490 0.26 -0.39 0.37
H 1.450 -2.668 1.377 0.03 -0.38 -0.34
C -1.022 6.466 -0.687 -0.95 0.08 -0.03
C -0.426 5.174 -0.262 0.80 -0.97 0.08
O -1.119 4.241 0.227 -0.68 -0.31 0.08
N 0.882 5.058 -0.374 1.24 -0.17 -0.60
C 1.850 3.957 -0.063 -1.51 0.30 0.51
H -0.364 7.314 -0.519 -0.11 0.00 0.21
H -1.957 6.518 -0.127 0.14 0.56 0.11
H -1.331 6.494 -1.733 0.25 -0.33 -0.10
H 1.334 5.792 -0.899 -0.16 0.24 0.18
H 2.804 4.449 0.093 0.13 -0.26 -0.18
H 1.841 3.184 -0.827 0.20 0.24 -0.24
H 1.543 3.458 0.853 -0.01 0.17 0.08

3.
108
Properties=species:S:1:pos:R:3:forces:R:3 method="wB97M-V/def2-TZVPD" orbital_gap_ev=3.622 energy_ev=-127666.9899 charge=-2
Cs 0.034 -0.398 -0.894 0.24 -0.36 -0.40
C -0.738 -3.798 -1.278 -0.06 -0.02 0.01
O -1.567 -2.794 -0.658 -0.21 -0.07 -0.07
C -2.819 -3.142 -0.299 0.03 -0.01 0.13
C -3.227 -4.474 -0.222 -0.01 -0.02 -0.06
C -4.516 -4.797 0.169 -0.01 0.01 0.01
C -5.418 -3.795 0.491 0.01 -0.01 -0.01
C -5.015 -2.472 0.420 -0.01 0.02 -0.01
C -3.725 -2.116 0.035 0.00 0.00 0.01
N -3.270 -0.754 -0.038 -0.05 0.01 -0.04
N -4.177 0.049 0.298 0.03 0.00 0.09
C -3.980 1.415 0.305 -0.02 0.00 0.00
C -2.866 2.107 -0.268 0.05 0.01 0.05
O -1.893 1.568 -0.844 -0.22 0.18 0.05
C -2.890 3.565 -0.164 -0.02 0.01 -0.04
C -3.891 4.246 0.426 0.00 -0.01 0.00
C -5.017 3.567 0.991 0.00 0.01 0.00
C -6.062 4.281 1.604 0.01 0.01 0.00
C -7.147 3.639 2.144 0.00 -0.01 0.00
C -7.198 2.236 2.079 -0.01 0.01 0.00
C -6.188 1.517 1.490 0.01 -0.01 0.00
C -5.057 2.154 0.918 0.00 -0.01 0.01
H -1.277 -4.289 -2.089 0.04 -0.01 -0.01
H -0.397 -4.522 -0.535 0.01 -0.01 -0.01
H 0.124 -3.286 -1.698 -0.02 0.03 0.06
H -2.532 -5.259 -0.480 0.01 0.00 0.00
H -4.809 -5.839 0.215 0.00 0.00 0.00
H -6.430 -4.038 0.790 0.00 0.00 0.00
H -5.704 -1.674 0.657 0.00 0.00 0.00
H -2.036 4.071 -0.601 0.00 0.00 0.00
H -3.863 5.331 0.482 0.00 0.00 0.00
H -5.991 5.364 1.639 0.00 0.00 0.00
H -7.947 4.199 2.613 0.00 0.00 0.00
H -8.046 1.709 2.501 0.00 0.00 0.00
H -6.239 0.439 1.456 0.00 0.00 0.00
O 1.698 -8.285 -0.852 -0.25 0.07 0.17
C 1.665 -7.184 -1.377 0.52 -0.17 -0.34
S 2.556 -5.782 -0.804 -0.12 0.06 0.09
C 2.157 -4.638 -2.104 0.05 -0.01 0.06
C 1.366 -5.122 -3.094 -0.02 -0.04 -0.03
S 0.706 -4.341 -4.497 -0.02 0.00 0.01
S 0.885 -6.826 -2.908 -0.14 0.03 0.08
S 2.788 -3.031 -1.853 -0.03 0.08 0.08
C 4.148 -0.070 -3.513 -0.01 -0.03 0.01
P 2.370 -0.140 -3.966 -0.03 0.05 0.02
C 2.445 -1.290 -5.386 0.00 -0.03 0.06
C 2.232 1.475 -4.878 0.01 -0.01 -0.03
C 0.782 1.760 -5.292 0.00 0.01 0.00
P -0.349 1.700 -3.816 0.01 0.04 -0.01
C -1.209 0.095 -4.097 -0.04 -0.09 -0.03
C -1.704 2.810 -4.397 0.00 -0.01 0.00
H 4.780 0.160 -4.376 0.00 0.00 0.00
H 4.417 -1.046 -3.105 0.01 0.01 0.00
H 4.303 0.684 -2.738 -0.01 0.00 0.00
H 3.238 -1.008 -6.086 0.01 0.00 -0.01
H 1.485 -1.310 -5.905 0.01 0.01 0.00
H 2.597 -2.301 -5.000 -0.01 0.02 -0.01
H 2.904 1.498 -5.744 0.00 0.00 0.00
H 2.560 2.255 -4.183 0.00 0.00 0.00
H 0.447 1.051 -6.055 0.00 0.00 0.00
H 0.699 2.761 -5.728 0.00 0.00 0.00
H -1.652 0.058 -5.096 0.00 0.00 0.00
H -2.002 -0.034 -3.357 -0.02 0.08 0.02
H -0.520 -0.748 -4.003 0.04 0.02 -0.01
H -2.083 2.528 -5.384 0.00 0.00 0.00
H -1.353 3.843 -4.430 0.00 0.00 0.00
H -2.519 2.753 -3.673 0.00 0.00 0.00
O 2.311 0.150 0.652 0.16 0.31 0.08
P 2.331 0.440 2.099 0.05 -0.20 0.01
N 3.717 1.284 2.505 -0.13 0.06 0.11
C 4.840 1.323 1.568 0.01 -0.06 0.02
C 4.980 2.812 1.276 0.02 0.01 0.00
C 4.734 3.443 2.651 0.01 -0.01 0.00
C 3.758 2.472 3.355 0.02 -0.01 -0.02
N 1.063 1.358 2.615 0.00 0.01 -0.12
C 0.348 1.245 3.881 0.00 0.01 0.02
C -0.170 2.664 4.100 0.01 0.00 0.01
C -0.528 3.114 2.683 -0.01 -0.03 0.01
C 0.537 2.459 1.789 -0.18 -0.11 0.15
N 2.259 -0.951 2.994 0.23 0.07 -0.04
C 2.045 -2.234 2.260 -0.13 0.01 -0.03
C 2.679 -3.287 3.167 -0.02 -0.02 0.02
C 3.754 -2.508 3.922 -0.01 0.01 0.00
C 3.051 -1.182 4.200 0.01 -0.06 -0.01
H 4.617 0.717 0.693 0.00 0.01 0.00
H 5.751 0.938 2.045 0.00 0.00 -0.01
H 4.202 3.105 0.568 -0.01 0.00 0.00
H 5.949 3.079 0.853 0.00 0.00 0.00
H 4.329 4.453 2.588 0.00 0.00 0.00
H 5.673 3.499 3.207 0.00 0.00 0.00
H 2.758 2.895 3.454 -0.01 0.00 0.01
H 4.114 2.233 4.364 -0.01 0.00 0.00
H 1.007 0.906 4.681 0.01 0.00 -0.01
H -0.483 0.534 3.807 0.00 0.00 0.00
H 0.632 3.286 4.509 0.00 0.00 0.00
H -1.015 2.702 4.786 -0.01 0.00 0.00
H -0.560 4.197 2.565 0.01 0.00 0.01
H -1.512 2.730 2.408 0.00 0.01 0.00
H 1.341 3.147 1.507 -0.02 0.03 -0.01
H 0.062 2.078 0.884 0.15 0.10 -0.13
H 2.516 -2.206 1.276 0.02 0.00 0.02
H 0.980 -2.418 2.104 0.01 0.00 0.03
H 3.062 -4.127 2.590 0.01 0.02 -0.01
H 1.942 -3.670 3.878 0.00 -0.01 0.00
H 4.615 -2.331 3.272 0.00 -0.01 0.00
H 4.099 -3.007 4.829 0.00 0.00 0.00
H 3.745 -0.357 4.372 -0.01 0.01 -0.01
H 2.402 -1.271 5.082 0.00 0.00 0.00

4.
13
Properties=species:S:1:pos:R:3:forces:R:3 method="wB97M-V/def2-TZVPD" orbital_gap_ev=7.246 energy_ev=-6768.1113 charge=+1
C 0.375 -2.593 0.786 -0.65 0.06 -0.84
N 0.411 -1.953 -0.361 -1.62 3.27 4.74
H 0.681 -3.764 0.855 -0.81 3.13 -0.13
H -0.084 -1.965 1.655 1.29 -1.52 -1.30
H 0.143 -0.790 -0.384 0.89 -3.76 -0.21
H 0.628 -2.413 -1.176 0.89 -1.15 -2.46
C 0.280 1.416 0.242 0.80 0.92 -0.18
C -0.925 1.819 -0.206 0.84 0.38 -2.48
O -1.187 2.990 -0.895 3.17 1.36 1.48
H 0.552 0.412 0.539 -0.61 -0.05 0.64
H 1.215 2.041 0.285 -1.36 -0.30 -0.18
H -1.751 1.156 -0.477 0.08 -0.02 0.92
H -0.340 3.645 -0.863 -2.91 -2.31 -0.01

5.
11
Properties=species:S:1:pos:R:3:forces:R:3 method="wB97M-V/def2-TZVPD" orbital_gap_ev=9.686 energy_ev=-77223.1640 charge=0 smiles="CC(=O)N(N)Br"
C 1.232 -1.073 0.004 -0.58 2.88 1.22
C -0.273 -0.819 -0.071 0.80 -1.39 0.82
O -0.896 -1.847 -0.036 -1.94 0.02 -0.34
N -0.868 0.442 -0.041 -0.59 -0.45 0.73
N -0.212 1.629 0.007 1.10 -0.47 0.28
Br -2.796 0.417 -0.007 0.78 0.05 0.02
H 1.506 -0.421 0.911 0.44 -1.11 -1.36
H 1.376 -2.155 0.175 0.03 0.90 -0.34
H 1.623 -0.620 -0.912 0.71 -0.40 0.31
H -0.266 2.315 0.757 -0.55 -1.18 0.86
H -0.426 2.134 -0.788 -0.19 1.14 -2.21